68
Properties=species:S:1:pos:R:3:forces:R:3:mulliken_charge:R:1 method="wB97M-V/def2-TZVPD" charge=+1
Br 3.12414 -6.89628 -4.32367 0.0 0.2 0.1 -0.09
Br 2.74580 -4.21879 -0.59108 -0.1 0.0 -0.1 -0.06
S 3.50286 0.63012 -4.27095 -0.5 -0.5 -0.3 1.07
F 1.53256 -6.23585 -1.90179 0.0 0.0 0.1 -0.29
F -1.98206 -4.26673 -0.51018 0.1 -0.1 0.1 -0.34
F 4.00306 -4.44354 -3.63382 0.1 0.1 0.1 -0.18
F 4.43901 -5.98848 -2.17392 0.0 0.0 0.0 -0.19
O 3.01505 -0.41536 -3.39143 0.1 0.1 0.2 -0.66
O 4.82174 1.21356 -3.62606 0.1 -0.1 0.1 -0.48
O -3.33199 4.40660 3.84313 0.1 0.0 0.0 -0.39
O 3.70104 0.27287 -5.63302 0.1 0.3 0.0 -0.62
N -0.83329 -2.26869 -0.60968 0.2 0.1 0.3 0.26
N 0.85608 -1.63394 -1.76453 -0.2 0.3 0.2 0.62
C -1.11870 -0.23306 0.97738 -0.1 -0.4 0.2 -0.64
C -0.07219 2.07352 2.48959 0.0 0.0 -0.5 -0.45
C 0.94410 1.48975 -2.15833 0.3 -0.4 0.3 -0.82
C -3.64132 5.28393 6.01878 -0.1 0.0 0.0 -0.55
C 0.58655 -0.60583 -0.87799 0.3 -0.2 -0.1 -0.66
C 0.00046 -2.63413 -1.59055 0.1 -0.3 -0.1 -0.02
C -0.39229 -0.39764 2.33206 0.3 -0.2 -0.2 -0.67
C 2.07375 2.39549 -2.68749 -0.7 -0.3 -0.5 -0.81
C -0.46805 -0.99754 -0.12952 0.0 0.1 -0.3 0.24
C -0.00515 -3.88584 -2.40966 0.0 0.1 -0.4 -0.80
C 2.21158 -5.11660 -2.25257 0.2 0.3 0.1 0.43
C -0.64374 3.07044 2.14302 -0.1 0.0 0.1 0.13
C -3.50005 5.64397 4.54642 0.1 0.0 0.0 -0.43
C 1.32724 -4.21257 -3.09488 -0.2 -0.2 0.0 -1.34
C 1.40840 0.62664 -0.96017 -0.3 0.3 -0.1 -0.70
C 2.43265 2.02651 -4.14210 0.1 0.3 0.3 -0.89
C 0.53189 0.76616 2.73201 -0.1 0.1 0.5 -1.08
C -2.78087 4.02635 6.11253 0.1 0.1 0.0 -0.63
C -3.07491 3.35562 4.77856 -0.1 -0.1 0.0 0.05
C -1.99309 -2.98360 -0.04993 -0.5 0.4 0.0 0.18
C -3.31330 -2.31267 -0.42610 0.0 0.0 0.0 -1.25
C 3.50988 -5.51869 -3.00348 -0.2 -0.4 -0.2 0.45
H 1.50780 0.69511 2.24867 -0.1 0.0 -0.2 0.39
H 0.04109 2.02270 -1.85831 0.1 0.2 -0.1 0.51
H 2.44100 0.31797 -1.10823 0.1 0.1 0.0 0.40
H -3.01993 3.39213 6.96457 0.0 0.0 0.0 0.36
H -0.75763 -3.74341 -3.19150 0.0 0.0 0.0 0.49
H 1.74845 3.43369 -2.71089 0.1 0.1 0.2 0.36
H -1.15134 0.81045 0.66419 0.0 0.1 0.2 0.43
H -3.84226 -2.92589 -1.15389 0.1 0.0 0.0 0.43
H 1.35098 1.21062 -0.04165 0.0 -0.1 0.0 0.32
H 0.64395 0.80501 -2.95288 -0.1 0.0 0.0 0.46
H 1.89513 -3.33967 -3.40908 0.0 0.0 0.0 0.35
H 1.10205 -4.77118 -4.00628 0.0 0.0 0.0 0.74
H -3.96445 2.71876 4.84205 0.0 0.0 0.0 0.25
H -4.37218 6.16204 4.14764 0.0 0.0 0.0 0.28
H -1.21279 3.93946 1.90255 0.1 0.1 0.1 0.44
H -1.86581 -2.99514 1.03279 0.2 -0.2 0.0 0.32
H -4.68100 5.04597 6.25242 0.0 0.0 0.0 0.26
H 2.94394 2.29790 -2.04188 0.1 0.3 -0.1 0.50
H -2.15658 -0.53155 1.11397 0.0 0.0 -0.2 0.35
H 1.55877 1.70798 -4.71113 -0.1 0.0 0.0 0.41
H -2.61662 6.26788 4.37473 0.0 0.0 0.0 0.27
H -1.10610 -0.59052 3.13129 -0.1 0.2 0.0 0.55
H -3.16478 -1.32481 -0.85782 0.1 0.0 0.0 0.37
H 0.23960 -1.28826 2.27546 -0.1 -0.1 0.1 0.33
H -3.95188 -2.19819 0.44785 0.0 -0.1 0.0 0.32
H 2.86539 2.86781 -4.68298 0.3 -0.2 0.0 0.48
H -2.24176 2.75414 4.41258 0.0 0.0 0.0 -0.10
H -0.34217 -4.73846 -1.83232 0.1 0.0 0.1 0.52
H 0.73468 0.67615 3.80310 0.1 -0.1 -0.1 0.43
H 5.29372 0.48397 -3.18944 0.1 0.1 0.0 0.38
H 1.61583 -1.56913 -2.43591 0.0 -0.1 0.0 0.38
H -3.31901 6.08664 6.67951 0.0 0.0 0.0 0.34
H -1.72482 4.29841 6.17475 0.0 0.0 0.0 0.28

---

12
Properties=species:S:1:pos:R:3:forces:R:3:mulliken_charge:R:1 method="wB97M-V/def2-TZVPD" relative_energy_kcal_mol=67.3 charge=0
O 0.93786 -0.47130 -0.00896 -0.2 0.3 0.1 -0.17
N -0.69779 0.77209 0.76612 0.2 0.2 0.0 0.00
N -2.92712 0.38052 0.35832 0.4 -0.2 0.0 -0.61
C 2.21984 -0.45465 -0.64787 0.3 0.0 -0.2 -0.54
C 0.64284 0.69884 0.57459 -0.5 -0.3 -0.3 -0.43
C -1.73777 -0.05741 0.31449 -0.1 0.0 0.0 0.06
H -1.40883 -1.03122 -0.05090 -0.1 0.1 0.0 0.33
H -1.02727 1.67634 1.08394 0.1 -0.2 0.1 0.29
H -3.58994 -0.30998 0.00930 0.2 0.1 0.0 0.26
H 2.34792 0.52917 -1.10072 0.2 -0.2 0.0 0.33
H 3.04588 -0.64847 0.04493 -0.3 0.0 0.1 0.26
H 2.19779 -1.22469 -1.42460 0.0 0.1 0.2 0.22

---

18
Properties=species:S:1:pos:R:3:forces:R:3:mulliken_charge:R:1 method="wB97M-V/def2-TZVPD" smiles=C[C@@H]1CSC[C@@]12CO2 relative_energy_kcal_mol=90.1 charge=0
S -2.65237 -0.33064 0.17507 1.1 -1.5 -0.8 -0.18
O 0.77219 -0.97173 1.07176 -1.6 -0.6 2.4 -0.44
C 1.52150 -1.26442 -0.02747 -2.1 -4.1 -0.6 -0.65
C -1.22095 -1.50759 -0.34247 -1.6 -2.9 2.1 -0.76
C -1.47864 0.99116 0.47404 1.7 -2.7 -0.5 -1.00
C 0.97647 1.50292 -0.07091 5.9 3.0 2.1 -1.26
C -0.19322 0.72329 -0.36178 -1.4 -2.5 1.2 0.31
C 0.05498 -0.84672 -0.14001 2.3 3.3 0.7 0.79
H 1.95322 -2.31160 -0.08391 -1.2 0.8 -0.2 0.24
H -1.33380 -1.64692 -1.37386 -0.4 -0.5 -1.5 0.35
H 0.70564 2.66390 0.30296 1.0 -3.0 -1.6 0.27
H -1.33782 0.93845 1.51249 1.1 0.0 1.5 0.40
H -1.95266 1.86683 0.33143 -1.4 3.2 -1.1 0.57
H -1.30729 -2.56578 0.20421 0.2 2.4 -1.1 0.32
H 2.28669 -0.62776 -0.10348 2.7 2.8 -1.2 0.24
H 1.77416 1.38489 -1.03154 -2.3 1.1 2.5 0.28
H 1.73932 1.10009 0.85166 -2.6 1.1 -2.2 0.21
H -0.30738 0.90163 -1.38820 -1.3 0.0 -1.6 0.32

---

25
Properties=species:S:1:pos:R:3:forces:R:3:mulliken_charge:R:1 method="wB97M-V/def2-TZVPD" relative_energy_kcal_mol=0.0 charge=+2
Sc -3.51429 -0.08894 -0.57520 1.9 1.7 1.6 1.35
O -2.08370 0.18870 0.98894 -1.4 -1.8 -1.4 -0.56
O -0.13127 0.15659 -1.94288 -2.0 1.6 -1.7 -0.18
O -3.05952 1.87634 -0.01156 -1.6 -1.6 -1.8 -0.59
O 1.52111 -0.30728 -0.63100 -0.7 0.6 -0.8 -0.29
O 0.16385 -1.98082 -1.31904 0.8 0.9 0.2 -0.56
O -1.47304 2.30702 1.46686 -1.7 -0.9 -1.5 -0.26
C 3.40102 -0.39233 0.84529 0.1 0.1 0.0 -1.15
C -0.49554 1.81537 2.38865 0.8 -0.3 1.0 -0.40
C 0.53249 -0.82736 -1.29111 0.8 -2.4 1.5 0.82
C 2.33090 -1.20719 0.16549 0.5 -0.8 0.4 -0.23
C -1.36207 -0.12166 -2.46586 4.1 -0.3 2.8 0.28
C -2.21680 1.43799 0.82764 2.5 2.5 2.0 1.29
C -2.05891 -1.24669 -2.09507 -3.5 3.0 -3.1 -1.43
H 2.76138 -1.96673 -0.49983 -0.2 0.2 0.1 0.39
H -1.87832 -2.10001 -1.43688 0.3 0.1 -0.8 0.67
H 4.05095 0.09518 0.10697 -0.2 -0.1 0.2 0.33
H -0.00807 2.70321 2.80171 -0.1 -0.2 -0.2 0.26
H -1.64779 0.68075 -3.14814 -0.2 -0.4 0.0 0.42
H -0.98921 1.27081 3.20146 0.1 0.1 -0.2 0.33
H 0.22563 1.17545 1.86902 -0.2 0.2 0.1 0.08
H 4.02133 -1.06883 1.44814 -0.2 0.2 -0.1 0.38
H 2.96575 0.37306 1.50057 0.2 -0.2 -0.1 0.26
H -2.72564 -1.06170 -3.07636 -0.2 -2.2 2.1 0.46
H 1.66977 -1.71092 0.88220 0.1 0.1 -0.2 0.31

---

17
Properties=species:S:1:pos:R:3:forces:R:3:mulliken_charge:R:1 method="wB97M-V/def2-TZVPD" smiles="C=CC(=C)/C=C/C" relative_energy_kcal_mol=71.7 charge=0
C -1.36974 0.54369 -2.68783 1.4 1.5 1.2 -0.80
C 1.95406 -0.02076 2.63264 1.6 -3.3 -2.1 -1.18
C -0.49848 0.79974 -1.64434 -2.7 -0.6 -3.2 -0.38
C -1.48542 -0.88504 -0.14043 -0.3 2.8 -1.6 -1.00
C 0.85548 -0.27196 1.61739 0.0 0.1 -2.3 -0.05
C 0.83074 -0.07202 0.23831 -0.2 0.1 4.2 -0.39
C -0.50040 -0.01186 -0.45311 1.8 -2.7 0.3 0.88
H 2.67734 -0.97080 2.59147 -0.9 2.3 -0.1 0.22
H 2.46152 0.91648 2.66099 0.7 0.6 -1.1 0.32
H -0.01434 -0.83337 1.95750 -0.2 0.8 0.6 0.13
H -2.42243 -0.74366 -0.64938 -0.3 -0.1 -0.2 0.26
H -1.52194 1.27795 -3.49230 0.5 -0.5 0.2 0.23
H -1.56425 -1.45627 0.71369 0.5 -1.4 1.5 0.32
H 0.22350 1.57332 -1.83088 0.1 0.4 0.5 0.34
H 1.65782 -0.08280 3.61291 -1.6 -0.4 2.3 0.42
H 1.79138 0.14544 -0.20182 -0.2 0.7 -0.7 0.38
H -2.00607 -0.31704 -2.73799 -0.2 -0.3 0.3 0.31

---

7
Properties=species:S:1:pos:R:3:forces:R:3:mulliken_charge:R:1 method="wB97M-V/def2-TZVPD" relative_energy_kcal_mol=67.7 charge=0
I -2.09604 0.81853 -0.65595 0.0 -0.1 -0.3 0.07
Cl -1.41894 -2.23727 -0.15940 0.9 -1.2 -1.1 0.04
N 1.48346 0.41977 0.27242 -1.6 -2.1 -1.6 -0.63
C -2.10672 -0.93303 0.49589 -1.0 1.3 1.4 -0.10
H 0.52445 0.78067 0.48803 1.1 -0.9 -0.8 0.15
H 2.03750 1.22165 0.26702 1.3 1.4 -0.2 0.21
H 1.57628 -0.07032 -0.70801 -0.7 1.6 2.6 0.25

---

Gap between HOMO and LUMO
In order: 9.0; 9.8; 9.5; 6.9; 8.6; 7.7
Unit: eV
E_LUMO
In order: -2.1919; 0.9521; 0.9250; -10.6528; 0.4472; -1.2184
Unit: eV